A.
Density functional theory data (ωB97M-V with the def2-TZVPD basis set) for a single C5H7N3 molecule.

* SMILES: CC1=NC=C/C1=N/N
* E_HOMO: -8.90 eV

ORCA input file:
```
! wB97M-V def2-TZVPD RIJCOSX def2/J DEFGRID3
* xyz 0 1
N 2.5523 -0.1835 -0.0685
N -1.7225 0.6911 0.0611
N 1.4313 -0.9721 -0.0747
C -0.8846 -1.5055 -0.0787
C -0.5060 0.7601 -0.0087
C -2.0448 -0.7366 0.0364
C 0.2497 -0.5647 -0.0619
C 0.1231 2.0576 -0.0687
H 0.7203 2.1532 0.8476
H -0.8463 -2.6600 0.0192
H -3.0542 -1.0038 0.4336
H 2.3900 0.6868 0.7886
H 3.2429 -0.6803 0.7274
H -0.5092 2.8564 -0.0345
H 0.6044 1.8348 -1.1176
*
```


B.
Density functional theory data (ωB97M-V with the def2-TZVPD basis set) for a single C5H7N3 molecule.

* E_HOMO: -7.51 eV

ORCA input file:
```
! wB97M-V def2-TZVPD RIJCOSX def2/J DEFGRID3
* xyz 0 1
N -0.2711 1.6718 1.6700
N -1.1798 -0.8786 -1.0344
N 0.1432 0.8447 -0.7351
C 0.0771 0.5299 0.9821
C 0.7105 0.0152 -1.7010
C -1.0283 0.2762 -0.3104
C -0.1557 -0.9981 -1.9534
C 0.8643 -0.4575 1.4541
H -1.9254 -1.5393 -0.8989
H 0.1910 1.8076 2.5558
H 1.2757 -1.2080 0.8001
H 1.0400 -0.5431 2.5168
H 1.6281 0.2680 -2.2004
H -1.2286 1.9764 1.5637
H -0.1408 -1.7654 -2.7089
*
```


Decreasing stability: B, A


A.
Density functional theory data (ωB97M-V with the def2-TZVPD basis set) for a 3-piece molecular cluster, C3H3ClO2S overall.

* E_HOMO (alpha / beta): -8.75 / -8.70 eV

ORCA input file:
```
! wB97M-V def2-TZVPD RIJCOSX def2/J DEFGRID3
* xyz 0 1
Cl 1.5577 -1.1779 -1.2597
S 0.5730 0.4753 0.8914
O 0.0511 2.9675 -1.0423
O 1.2290 1.4789 -2.2497
C 1.7733 -0.3027 0.1499
C 0.5643 2.1757 -1.6892
C -1.3995 -1.2184 1.2193
H -0.7770 -1.4846 2.0827
H -2.4261 -0.9525 1.3576
H -1.1458 -1.9613 0.5399
*
```


B.
Density functional theory data (ωB97M-V with the def2-TZVPD basis set) for C3H3ClO2S as an isolated structure.

* E_HOMO: -10.61 eV

ORCA input file:
```
! wB97M-V def2-TZVPD RIJCOSX def2/J DEFGRID3
* xyz 0 1
Cl -2.8352 -0.1159 0.1717
S 1.2276 -0.1429 -0.0455
O 2.1500 -0.3869 -1.1026
O 1.7609 0.1259 1.2231
C -0.2186 -1.1929 0.1414
C -0.1435 1.0330 -0.2618
C -1.0503 -0.1625 0.0691
H -0.2682 -2.3004 0.4505
H -0.3890 1.7029 0.6438
H -0.2335 1.4396 -1.2896
*
```


Decreasing stability: B, A


A.
Density functional theory data (ωB97M-V with the def2-TZVPD basis set) for a single CH2NO2P molecule.

* E_HOMO (alpha / beta): -8.49 / -8.49 eV

ORCA input file:
```
! wB97M-V def2-TZVPD RIJCOSX def2/J DEFGRID3
* xyz 0 1
P -1.1260 1.1709 -0.9834
O 0.7008 -1.3093 -1.1398
O 1.0511 -1.0652 0.1233
N -0.0400 0.9809 0.1415
C 0.5859 0.0078 0.6891
H 0.8065 0.0947 1.7086
H -1.9784 0.1203 -0.5393
*
```


B.
Density functional theory data (ωB97M-V with the def2-TZVPD basis set) for a 2-piece molecular cluster, CH2NO2P overall.

* E_HOMO: -9.71 eV

ORCA input file:
```
! wB97M-V def2-TZVPD RIJCOSX def2/J DEFGRID3
* xyz 0 1
P 2.3375 -0.0823 -0.4681
O 3.2937 0.9850 -0.0454
O 1.9243 -0.9779 0.8641
N -0.1578 1.6368 0.5968
C -0.0045 0.7076 -0.0863
H 1.2860 -1.6372 0.7552
H -0.3873 2.2698 1.3459
*
```


Decreasing stability: B, A